The molecule C12H18BNO3, computed with ωB97M-V/def2-TZVPD.

```
! RIJCOSX wB97M-V def2-TZVPD def2/J DEFGRID3
* xyz 0 1
C 3.6463 -1.5523 1.3839
C 2.9737 -2.9148 1.4444
C 1.9496 -3.1543 0.3135
C 0.9068 -2.0741 0.2773
O -0.0323 -2.1447 1.0652
N 1.1134 -1.0331 -0.6081
C 0.3008 0.1941 -0.6222
C -1.1817 -0.0894 -0.8897
C -2.0690 1.1270 -0.9755
C -2.4756 1.7974 0.1726
C -3.4033 2.8310 0.0862
C -3.9443 3.2352 -1.1134
C -3.5630 2.5261 -2.2488
C -2.6161 1.4982 -2.1913
B 0.6297 1.0631 0.6707
O 1.0134 2.3742 0.4707
O 0.5483 0.4961 1.9407
H 2.9237 -0.7288 1.3643
H 4.2787 -1.3920 2.2474
H 4.2945 -1.4432 0.5200
H 2.4616 -3.0321 2.4052
H 3.7720 -3.6939 1.4041
H 2.4398 -3.2648 -0.6529
H 1.3653 -4.0751 0.4936
H 1.9499 -0.9981 -1.2012
H 0.6360 0.8128 -1.4803
H -1.5305 -0.8022 -0.1507
H -1.2544 -0.6461 -1.8612
H -2.0940 1.4824 1.1321
H -3.6992 3.3937 0.9711
H -4.6568 4.0546 -1.2140
H -3.9089 2.8345 -3.2030
H -2.3376 0.9767 -3.1128
H 1.2278 2.7751 1.3421
H 0.3354 -0.4331 1.8202
*
```

For the energy above the lowest of the compared OMol25 structures with the same formula, charge and spin, the calculation gives 0.000 eV. The SMILES is CCCC(=O)N[C@@H](Cc1ccccc1)B(O)O. The LUMO energy comes out at 0.62 eV. The highest occupied orbital energy is -9.1 eV. For the total energy, the calculation gives -21048.7430 eV. Its frontier orbital gap is 0.356 hartree.